A molecular structure, C23H17BrCl5IrNO7PTe at a distorted geometry, computed with ωB97M-V with the def2-TZVPD basis set.

Its frontier orbital gap (spin up / spin down) is 7.41 / 6.52 eV. The expectation value of S² is 0.757. As for the largest force on an atom: 2.174 eV/Å. For the energy relative to the best compared isomer or geometry (same formula, charge and spin), the calculation gives 151.3 kJ/mol. Its HOMO energy (spin up / spin down) is -5.36 / -5.50 eV.

```
! RIJCOSX wB97M-V def2-TZVPD def2/J DEFGRID3
* xyz -1 2
Ir -0.07 -0.96 -0.26
O -2.05 -4.60 0.53
C -1.67 -3.46 0.30
O -0.46 -3.06 0.14
C -2.71 -2.35 0.20
C -4.06 -2.54 -0.03
C -4.86 -1.41 -0.21
C -4.30 -0.15 -0.08
C -2.95 -0.05 0.21
N -2.19 -1.14 0.31
C -2.23 1.22 0.55
O -2.85 2.23 0.86
O -0.94 1.10 0.61
H -4.45 -3.54 -0.09
H -5.91 -1.53 -0.44
H -4.88 0.76 -0.18
Cl 0.20 1.83 -1.98
C -1.00 0.73 -2.58
C -0.98 -0.59 -2.14
C -1.84 -1.46 -2.82
Cl -1.68 -3.17 -2.60
C -2.79 -1.01 -3.74
Cl -3.88 -2.12 -4.49
C -2.84 0.34 -4.07
Cl -4.01 0.91 -5.19
C -1.91 1.21 -3.52
Cl -1.89 2.86 -4.01
C 1.62 3.33 0.47
C 2.18 2.83 1.78
O 2.19 1.39 1.80
P 1.10 0.45 2.50
O 0.99 -0.80 1.71
Te -0.91 1.70 2.98
O 1.76 0.05 3.91
C 2.17 1.07 4.83
C 2.35 0.44 6.19
H 1.71 4.42 0.43
H 0.57 3.06 0.37
H 2.17 2.90 -0.37
H 1.60 3.22 2.61
H 3.22 3.14 1.91
H 1.41 1.86 4.88
H 3.10 1.52 4.47
H 1.43 -0.06 6.50
H 2.61 1.20 6.92
H 3.15 -0.31 6.16
Br 5.67 -1.07 -3.93
C 4.06 -1.05 -2.89
C 4.01 -0.28 -1.74
C 2.84 -0.28 -0.99
C 1.73 -1.03 -1.37
C 1.82 -1.79 -2.53
C 2.98 -1.81 -3.30
H 4.87 0.30 -1.43
H 2.81 0.32 -0.09
H 0.98 -2.39 -2.86
H 3.04 -2.40 -4.20
*
```

A gas-phase ion, C4H8N3OS2 (charge +1) at a distorted geometry, computed with ωB97M-V with the def2-TZVPD basis set.

Its frontier orbital gap (spin up / spin down) is 6.83 / 5.96 eV. As for the largest force on an atom: 5.166 eV/Å. For the energy relative to the best compared isomer or geometry (same formula, charge and spin), the calculation gives 148.8 kJ/mol. Its HOMO energy (spin up / spin down) is -12.77 / -12.17 eV.

```
! RIJCOSX wB97M-V def2-TZVPD def2/J DEFGRID3
* xyz 1 1
C -1.12 -0.24 -0.05
C -0.46 0.95 -0.19
C 2.09 0.48 0.22
C -2.53 -0.15 -0.40
N 0.93 1.25 0.17
N 2.07 -0.79 -0.13
N -0.63 -1.34 0.55
O -1.22 1.98 -0.55
S 3.59 1.26 0.61
S 3.39 -1.73 -0.27
H -2.97 -1.05 0.00
H -2.78 -0.04 -1.47
H -2.78 0.72 0.20
H 1.10 2.21 0.36
H -1.14 -2.04 0.95
H 0.37 -1.43 0.56
H -0.87 2.95 -0.42
H 2.94 -2.98 -0.15
*
```

2 unconnected molecules or ions with the total composition C6H7N at a distorted geometry, computed with ωB97M-V with the def2-TZVPD basis set.

Its frontier orbital gap (spin up / spin down) is 7.74 / 7.27 eV. As for the largest force on an atom: 4.557 eV/Å. For the energy relative to the best compared isomer or geometry (same formula, charge and spin), the calculation gives 887.8 kJ/mol. Its HOMO energy (spin up / spin down) is -9.71 / -9.44 eV.

```
! RIJCOSX wB97M-V def2-TZVPD def2/J DEFGRID3
* xyz 0 1
C -1.19 2.51 -1.76
C -0.98 1.82 -0.78
C -1.05 -0.67 1.05
C 0.14 -0.13 1.78
C 0.02 -0.31 0.26
C 1.02 -0.81 -0.72
N -2.25 -1.03 1.23
H -1.87 3.33 -2.11
H -0.12 0.92 2.06
H 0.72 -0.58 2.60
H 1.43 -1.66 -0.38
H 1.85 -0.14 -0.72
H 0.54 -0.75 -1.68
H -2.59 -1.44 0.41
*
```

A molecular structure, C19H33N3NiOSi2, computed with ωB97M-V with the def2-TZVPD basis set.

Its frontier orbital gap (spin up / spin down) is 5.61 / 5.62 eV. The expectation value of S² is 2.006. As for the largest force on an atom: 0.249 eV/Å. For the energy relative to the best compared isomer or geometry (same formula, charge and spin), the calculation gives 0.0 kJ/mol. Its HOMO energy (spin up / spin down) is -0.25 / -0.26 eV.

```
! RIJCOSX wB97M-V def2-TZVPD def2/J DEFGRID3
* xyz -2 3
Ni -0.47 0.61 -0.36
C -1.16 0.50 4.49
Si -1.42 0.38 2.61
C -2.42 -1.19 2.37
C -2.56 1.81 2.18
N -0.06 0.43 1.62
C 1.30 0.31 1.83
C 1.92 0.18 3.07
C 3.31 0.06 3.22
C 4.11 0.06 2.10
C 3.52 0.18 0.83
C 2.14 0.31 0.65
N 1.52 0.43 -0.57
Si 2.19 0.39 -2.11
C 3.15 -1.19 -2.53
C 0.79 0.51 -3.35
C 3.38 1.81 -2.48
H -2.15 0.53 4.97
H -0.61 1.40 4.77
H -0.62 -0.37 4.88
H -3.36 -1.16 2.93
H -1.85 -2.07 2.70
H -2.65 -1.35 1.31
H -3.53 1.73 2.70
H -2.74 1.83 1.10
H -2.10 2.77 2.44
H 1.30 0.18 3.96
H 3.74 -0.04 4.21
H 5.19 -0.04 2.18
H 4.16 0.18 -0.05
H 2.49 -2.06 -2.46
H 3.99 -1.35 -1.85
H 3.54 -1.14 -3.55
H 0.11 -0.34 -3.25
H 1.17 0.54 -4.38
H 0.20 1.42 -3.17
H 4.25 1.79 -1.81
H 2.87 2.77 -2.32
H 3.74 1.78 -3.51
C 0.43 -2.62 0.05
C -0.83 -2.39 -0.73
C -1.67 -3.33 -1.30
C -2.73 -2.60 -1.91
C -2.47 -1.26 -1.67
C -3.28 -0.07 -2.09
N -1.31 -1.13 -0.96
H 0.62 -3.70 0.13
H 0.35 -2.21 1.06
H 1.29 -2.14 -0.41
H -1.54 -4.40 -1.27
H -3.59 -2.99 -2.44
H -4.16 -0.41 -2.64
H -2.71 0.61 -2.72
H -3.62 0.52 -1.23
C -2.24 3.10 -1.45
O -1.36 2.14 -1.06
H -3.27 2.72 -1.62
H -1.94 3.60 -2.39
H -2.34 3.92 -0.70
*
```

A single C4H8S2 molecule at a distorted geometry, computed with ωB97M-V with the def2-TZVPD basis set.

Its frontier orbital gap is 8.54 eV. As for the largest force on an atom: 2.789 eV/Å. The SMILES is CCSC(C)=S. For the energy relative to the best compared isomer or geometry (same formula, charge and spin), the calculation gives 74.9 kJ/mol. Its HOMO energy is -8.60 eV.

```
! RIJCOSX wB97M-V def2-TZVPD def2/J DEFGRID3
* xyz 0 1
C -2.53 -0.02 0.56
C -1.06 -0.01 0.85
C 1.50 -0.25 -0.19
C 2.43 0.24 -1.26
H -2.89 -0.85 -0.05
H -3.16 0.06 1.43
H -2.81 0.82 -0.06
H -0.67 -0.97 1.20
H -0.83 0.86 1.55
H 3.40 0.64 -0.82
H 2.77 -0.64 -1.87
H 2.02 1.07 -1.78
S -0.12 0.19 -0.65
S 1.96 -1.15 1.09
*
```

A single C5H8N2 molecule, computed with ωB97M-V with the def2-TZVPD basis set.

Its frontier orbital gap is 8.41 eV. As for the largest force on an atom: 0.517 eV/Å. For the energy relative to the best compared isomer or geometry (same formula, charge and spin), the calculation gives 599.9 kJ/mol. Its HOMO energy is -7.68 eV.

```
! RIJCOSX wB97M-V def2-TZVPD def2/J DEFGRID3
* xyz 0 1
C 2.10 -0.26 -0.36
C 0.67 -0.11 0.07
C -0.30 -1.08 0.25
C -1.78 -0.98 0.05
N -2.07 -0.11 -0.91
C -0.73 0.65 1.65
N 0.20 1.01 0.73
H 2.76 -0.48 0.49
H 2.19 -1.07 -1.09
H 2.47 0.65 -0.84
H 0.01 -2.10 0.43
H -1.39 0.46 -1.41
H -3.03 0.02 -1.19
H -1.52 1.43 1.69
H 0.41 1.97 0.45
*
```

A molecular structure, C6H17NO at a distorted geometry, computed with ωB97M-V with the def2-TZVPD basis set.

Its frontier orbital gap is 8.00 eV. As for the largest force on an atom: 8.565 eV/Å. For the energy relative to the best compared isomer or geometry (same formula, charge and spin), the calculation gives 552.5 kJ/mol. Its HOMO energy is -9.03 eV.

```
! RIJCOSX wB97M-V def2-TZVPD def2/J DEFGRID3
* xyz 0 1
C 2.06 0.30 -0.89
C 1.74 1.44 0.01
C 2.26 -0.85 0.06
N -0.28 -1.57 -0.10
C -1.11 -0.89 0.77
C -2.38 -0.39 0.04
C -2.03 0.48 -1.17
H 1.15 0.03 -1.48
H 2.93 0.32 -1.54
H 2.41 1.45 0.88
H 1.67 2.46 -0.37
H 0.82 1.11 0.45
H 2.42 -0.50 1.09
H 3.05 -1.54 -0.22
H 1.24 -1.41 0.15
H -0.66 0.20 1.05
H -1.27 -1.42 1.71
H -2.92 -1.31 -0.20
H -2.95 0.21 0.70
H -1.10 0.09 -1.62
H -1.82 1.49 -0.85
H -2.79 0.38 -1.93
H -1.54 1.34 1.46
H -0.24 -2.50 0.27
O -0.65 1.09 1.72
*
```

A molecular structure, C17H23F3N4O2PRhS3Se at a distorted geometry, computed with ωB97M-V with the def2-TZVPD basis set.

Its frontier orbital gap (spin up / spin down) is 6.65 / 4.05 eV. The expectation value of S² is 8.784. As for the largest force on an atom: 2.039 eV/Å. For the energy relative to the best compared isomer or geometry (same formula, charge and spin), the calculation gives 104.6 kJ/mol. Its HOMO energy (spin up / spin down) is -3.99 / -4.80 eV.

```
! RIJCOSX wB97M-V def2-TZVPD def2/J DEFGRID3
* xyz -1 6
Rh -0.62 1.04 -1.23
F -0.29 1.66 4.41
C -1.29 2.52 4.13
F -2.43 1.91 4.49
F -1.13 3.53 5.01
C -1.30 3.00 2.71
C -1.35 4.35 2.43
C -1.36 4.78 1.11
C -1.32 3.82 0.11
N -1.29 2.52 0.37
C -1.30 2.07 1.64
S -1.36 0.38 1.86
H -1.40 5.07 3.24
H -1.40 5.83 0.86
H -1.33 4.09 -0.93
C -0.07 0.46 -5.59
C -1.12 -0.13 -4.66
O -0.54 -1.13 -3.84
P -0.70 -1.14 -2.24
S 0.42 -2.76 -1.81
S 0.36 2.41 -2.71
O -2.27 -1.66 -2.19
C -2.91 -1.87 -0.95
C -2.93 -3.35 -0.61
H -0.54 1.17 -6.27
H 0.41 -0.33 -6.17
H 0.69 0.97 -5.01
H -1.93 -0.59 -5.23
H -1.54 0.68 -4.05
H -3.93 -1.49 -1.06
H -2.42 -1.30 -0.15
H -3.37 -3.91 -1.42
H -3.51 -3.52 0.30
H -1.91 -3.70 -0.45
Se -3.26 1.30 -1.90
C -3.36 3.01 -2.38
N -3.47 4.12 -2.70
N 1.22 0.56 0.03
C 1.63 -0.39 0.54
N 2.13 -1.42 1.14
C 2.92 -2.40 0.42
C 4.36 -2.37 0.94
C 4.37 -2.60 2.45
C 3.48 -1.57 3.15
C 2.07 -1.60 2.57
H 2.87 -2.21 -0.65
H 2.48 -3.39 0.59
H 4.80 -1.40 0.71
H 4.94 -3.14 0.43
H 5.39 -2.54 2.83
H 4.00 -3.61 2.67
H 3.91 -0.58 3.02
H 3.43 -1.78 4.23
H 1.45 -0.81 3.00
H 1.61 -2.57 2.78
*
```

A gas-phase ion, C6H10NO (charge +1) at a distorted geometry, computed with ωB97M-V with the def2-TZVPD basis set.

Its frontier orbital gap (spin up / spin down) is 7.94 / 8.51 eV. As for the largest force on an atom: 3.814 eV/Å. For the energy relative to the best compared isomer or geometry (same formula, charge and spin), the calculation gives 871.1 kJ/mol. Its HOMO energy (spin up / spin down) is -13.55 / -12.87 eV.

```
! RIJCOSX wB97M-V def2-TZVPD def2/J DEFGRID3
* xyz 1 1
C 0.09 -1.43 -1.41
C 0.70 -0.63 -2.12
C -0.61 -2.41 -0.75
C 0.44 -0.20 1.78
C -0.86 0.71 -0.22
C 0.48 1.27 -0.80
N -0.61 -0.27 0.82
O 0.74 0.77 -2.17
H -1.64 -2.49 -0.66
H -0.07 -3.32 -0.39
H 1.30 -0.59 1.24
H 0.45 0.79 2.22
H 0.27 -0.87 2.74
H -1.42 0.26 -1.11
H -1.48 1.56 0.26
H 0.52 2.43 -0.94
H 1.34 0.91 -0.08
H 0.16 1.21 -2.74
*
```

A molecular structure, C16H20F5MoN8O4S, computed with ωB97M-V with the def2-TZVPD basis set.

Its frontier orbital gap (spin up / spin down) is 7.23 / 7.05 eV. As for the largest force on an atom: 0.439 eV/Å. For the energy relative to the best compared isomer or geometry (same formula, charge and spin), the calculation gives 14.1 kJ/mol. Its HOMO energy (spin up / spin down) is -11.46 / -11.68 eV.

```
! RIJCOSX wB97M-V def2-TZVPD def2/J DEFGRID3
* xyz 1 1
Mo 0.97 1.13 -0.33
N 0.20 2.81 0.89
N -0.55 3.65 0.01
C -0.19 3.59 -1.37
O -0.48 4.50 -2.09
O 0.42 2.48 -1.72
H -0.41 2.53 1.65
H 1.00 3.30 1.28
H -0.69 4.59 0.34
F 1.31 2.06 6.68
C 1.30 1.51 5.48
C 0.10 1.35 4.80
F -1.04 1.75 5.35
C 0.11 0.77 3.55
F -1.07 0.64 2.91
C 1.27 0.34 2.92
S 1.32 -0.47 1.34
C 2.46 0.52 3.63
F 3.61 0.14 3.09
C 2.48 1.10 4.89
F 3.63 1.25 5.53
C 2.84 -1.62 -3.30
C 2.49 -0.58 -2.30
N 1.33 -0.49 -1.71
O 0.36 -1.41 -2.01
C 3.41 0.47 -1.85
C 4.82 0.67 -2.26
N 2.75 1.18 -1.02
O 2.77 2.17 -0.18
H 2.17 -1.58 -4.16
H 2.79 -2.62 -2.86
H 3.85 -1.48 -3.66
H 0.70 -2.01 -2.69
H 5.42 -0.22 -2.04
H 5.25 1.52 -1.72
H 4.89 0.88 -3.33
C -3.95 -2.74 -2.21
C -4.07 -2.69 -0.69
C -2.92 -3.44 -0.02
C -4.20 -1.26 -0.18
N -3.03 -0.44 -0.49
C -1.87 -0.33 0.13
N -1.11 0.48 -0.58
N -1.84 0.85 -1.66
N -2.98 0.31 -1.61
H -3.96 -3.77 -2.56
H -3.01 -2.29 -2.55
H -4.77 -2.21 -2.70
H -5.01 -3.17 -0.40
H -1.95 -3.03 -0.32
H -2.93 -4.49 -0.31
H -3.00 -3.40 1.07
H -4.32 -1.24 0.91
H -5.05 -0.75 -0.63
H -1.60 -0.83 1.05
*
```

A molecular structure, C2H6IOP at a distorted geometry, computed with ωB97M-V with the def2-TZVPD basis set.

Its frontier orbital gap (spin up / spin down) is 8.09 / 8.09 eV. As for the largest force on an atom: 4.477 eV/Å. For the energy relative to the best compared isomer or geometry (same formula, charge and spin), the calculation gives 328.0 kJ/mol. Its HOMO energy (spin up / spin down) is -9.21 / -9.21 eV.

```
! RIJCOSX wB97M-V def2-TZVPD def2/J DEFGRID3
* xyz 0 1
C 0.33 -0.89 -0.27
C 0.50 0.46 0.38
O -0.68 0.77 1.00
P -2.54 1.20 -0.29
I -3.84 -0.72 0.07
H -0.14 -1.46 0.53
H -0.40 -0.75 -1.14
H 1.16 -1.52 -0.59
H 0.82 1.39 -0.25
H 1.25 0.32 1.15
H -2.75 2.07 0.69
*
```

A molecular structure, C20H20Br5O3V at a distorted geometry, computed with ωB97M-V with the def2-TZVPD basis set.

Its frontier orbital gap (spin up / spin down) is 5.86 / 6.93 eV. The expectation value of S² is 0.834. As for the largest force on an atom: 2.667 eV/Å. Its HOMO energy (spin up / spin down) is -11.53 / -11.60 eV.

```
! RIJCOSX wB97M-V def2-TZVPD def2/J DEFGRID3
* xyz 1 2
V 0.25 3.11 -0.55
C 3.20 -3.69 -0.67
C 1.67 -3.70 -0.69
C 1.20 -4.43 -1.95
C 1.17 -4.44 0.56
C 1.10 -2.28 -0.69
C 1.92 -1.15 -0.71
C 1.29 0.06 -0.72
Br 2.32 1.70 -0.76
C -0.09 0.24 -0.70
O -0.46 1.58 -0.70
C -0.94 -0.85 -0.68
C -0.28 -2.09 -0.68
C -2.47 -0.85 -0.66
C -3.10 0.55 -0.64
C -2.97 -1.58 -1.91
C -2.94 -1.59 0.60
H 3.57 -4.72 -0.66
H 3.60 -3.20 0.22
H 3.62 -3.21 -1.56
H 1.62 -5.43 -1.98
H 1.51 -3.90 -2.86
H 0.11 -4.53 -1.98
H 1.59 -5.44 0.58
H 0.08 -4.54 0.56
H 1.47 -3.92 1.47
H 3.00 -1.22 -0.72
H -0.90 -2.97 -0.67
H -2.85 1.13 -1.53
H -2.81 1.12 0.24
H -4.18 0.44 -0.62
H -2.65 -1.07 -2.82
H -4.06 -1.60 -1.91
H -2.62 -2.61 -1.96
H -2.59 -1.09 1.50
H -2.59 -2.62 0.62
H -4.03 -1.61 0.62
Br 1.24 8.99 2.73
C 0.93 7.19 2.34
C 0.73 6.24 3.37
Br 0.80 6.79 5.16
C 0.48 4.90 3.09
Br 0.20 3.58 4.39
C 0.43 4.51 1.77
O 0.17 3.25 1.32
C 0.65 5.44 0.77
O 0.58 4.82 -0.46
C 0.89 6.78 1.01
Br 1.14 7.89 -0.46
*
```